Below is an isolated molecule of C6H8F3N3, with properties calculated with ωB97M-V with the def2-TZVPD basis set.

## Properties
E_LUMO: 0.32 eV
ΔE to the lowest compared entry with this formula, charge and spin: 84.2 kcal per mole
Total energy: -18970.818 eV
Frontier orbital gap: 0.297 Eh
HOMO: -7.8 eV

Geometry (Å):
C  0.9331  0.9880  0.3144
C  2.2334  -1.7397  -0.4831
C  1.4708  -0.1995  1.1397
C  2.7143  -0.8463  0.5188
C  -1.2363  0.2951  -0.6624
C  -2.0104  -0.4294  0.2633
N  -0.1556  1.1163  -0.3826
N  1.8664  -2.3748  -1.3563
N  -2.1486  1.3324  -1.3636
F  -1.3373  -1.4622  0.8368
F  -2.7440  0.1875  1.2849
F  -3.1059  -1.0219  -0.4214
H  1.6487  1.6968  0.1330
H  1.8617  0.2459  2.0138
H  0.6287  -0.7698  1.4404
H  3.1819  -1.4736  1.2385
H  3.4407  -0.3207  -0.0492
H  -1.8376  2.3500  -1.2548
H  -2.3157  1.2721  -2.2792
H  -3.0882  1.1539  -0.9311

Atoms 1-6, force components in eV/Å:
C -2.39 -2.76 -0.74
C -0.14 -0.72 -0.92
C 0.18 2.82 -0.83
C -1.85 -1.50 -0.09
C 1.90 3.24 -1.22
C -2.48 -2.91 0.71